Molecular formula: C22H35N3O
Method: DFT, ωB97M-V/def2-TZVPD

The geometry in XYZ format:
```
61
Properties=species:S:1:pos:R:3:forces:R:3:mulliken_charge:R:1
C 1.610343 -0.718461 2.742119 0.0 0.0 0.0 -1.09
C 1.994128 -1.991688 2.765480 0.1 0.3 0.2 1.30
C 2.962121 -2.486786 3.802382 0.0 0.1 0.0 -1.76
C 1.514323 -2.968723 1.773903 -0.2 -0.2 -0.3 0.18
C 2.281006 -4.075721 1.412682 0.0 0.0 0.0 -0.70
C 1.807543 -4.970142 0.473301 0.1 -0.1 0.0 -1.07
C 0.576473 -4.780782 -0.132697 -0.1 0.0 0.0 -0.56
C -0.208619 -3.686448 0.208913 0.1 -0.1 -0.1 -0.12
C -1.553277 -3.381477 -0.449182 -0.1 -0.1 0.2 1.73
C -1.931813 -4.400056 -1.528383 0.0 0.2 0.2 -2.27
C -2.664695 -3.356701 0.603540 0.1 0.1 0.0 -1.57
N -1.456922 -2.089366 -1.140974 -0.1 -0.3 -0.4 -0.16
C -1.452389 -0.838645 -0.591589 0.0 0.1 -0.5 0.63
O -1.790532 -0.568681 0.545066 0.0 0.1 0.5 -0.70
N -1.087297 0.138710 -1.482231 0.0 0.2 -0.2 -0.28
C -0.790574 1.477760 -1.015454 0.1 0.1 0.0 0.07
C 0.714277 1.670962 -0.824350 -0.3 0.3 0.2 -1.32
C 1.048141 3.076271 -0.309406 0.4 -0.2 0.1 1.67
C 2.556737 3.319380 -0.474164 -0.3 -0.1 0.0 -1.97
C 0.711563 3.197984 1.188395 0.0 -0.1 -0.3 -1.75
N 0.392228 4.053044 -1.164391 0.1 0.1 -0.1 -0.35
C -1.015025 3.949584 -1.516651 -0.3 0.1 -0.3 1.77
C -1.225495 4.919865 -2.689826 0.0 -0.3 0.2 -1.97
C -1.987209 4.350845 -0.391854 0.2 -0.2 -0.2 -1.77
C -1.306573 2.521389 -1.999156 0.1 0.1 0.3 -1.53
C 0.269172 -2.806674 1.172089 0.2 -0.1 0.1 -0.09
H 0.932878 -0.328919 2.002839 -0.2 0.0 -0.2 -0.07
H 1.965422 -0.013375 3.475323 0.1 0.1 0.2 0.28
H 3.949440 -2.635012 3.364789 0.1 -0.1 0.0 0.32
H 2.627923 -3.436673 4.215922 0.0 -0.1 0.1 0.39
H 3.056480 -1.764204 4.609035 0.0 0.0 0.0 0.42
H 3.253738 -4.235960 1.851593 0.1 0.0 0.1 0.37
H 2.407415 -5.826952 0.200246 0.0 -0.1 0.0 0.38
H 0.244156 -5.500611 -0.863425 -0.1 -0.1 -0.1 0.42
H -2.072361 -5.383495 -1.088804 0.0 -0.1 0.0 0.41
H -2.866917 -4.095475 -1.993434 -0.1 0.0 0.0 0.44
H -1.168427 -4.462186 -2.302029 0.1 -0.1 -0.1 0.54
H -3.625802 -3.195194 0.121293 -0.1 0.0 0.0 0.39
H -2.684129 -4.307537 1.130528 0.0 -0.1 0.0 0.43
H -2.504168 -2.555871 1.315905 0.0 0.0 0.1 0.33
H -1.051778 -2.166142 -2.061604 0.0 0.1 0.1 0.33
H -0.671527 -0.126079 -2.361485 0.0 -0.1 0.1 0.35
H -1.309707 1.558274 -0.057244 0.1 0.1 -0.1 0.41
H 1.100521 0.925041 -0.127587 0.0 0.0 0.0 0.33
H 1.206951 1.526270 -1.789490 0.1 0.0 -0.1 0.34
H 2.814820 3.343687 -1.529564 0.0 0.0 -0.1 0.46
H 3.124745 2.529981 0.011032 0.1 -0.1 0.1 0.37
H 2.837232 4.272051 -0.030737 0.1 0.1 0.1 0.45
H 0.778051 4.237713 1.504443 0.0 0.1 0.0 0.37
H -0.284149 2.831752 1.414816 -0.1 0.0 0.1 0.32
H 1.422312 2.617324 1.771558 0.1 -0.1 0.1 0.45
H 0.598879 4.990957 -0.840000 0.0 0.0 0.0 0.47
H -0.486038 4.730329 -3.463157 0.1 0.0 -0.1 0.45
H -2.219108 4.798139 -3.112781 -0.2 0.0 0.0 0.38
H -1.114656 5.948671 -2.355024 0.0 0.2 0.0 0.44
H -2.989543 4.471624 -0.796032 -0.2 0.0 0.0 0.47
H -1.679757 5.298420 0.047287 0.0 0.1 0.0 0.37
H -2.029546 3.605264 0.394708 0.0 -0.1 0.2 0.32
H -2.379826 2.396860 -2.146240 0.0 0.0 0.0 0.41
H -0.807277 2.369045 -2.959001 0.0 0.0 -0.1 0.28
H -0.343885 -1.973158 1.468760 -0.1 0.1 0.1 0.89
```
Forces are in eV/Å.

SMILES: C=C(C)c1cccc(C(C)(C)NC(=O)NC2CC(C)(C)NC(C)(C)C2)c1
F_max in eV/A: 0.5
HOMO energy in eV: -8.490
ΔE to the lowest compared entry with this formula, charge and spin in kJ/mol: 0.0